Entry 1:
C3H8N2OS | ωB97M-V with the def2-TZVPD basis set

Calculated values
- energy above the lowest of the compared OMol25 structures with the same formula, charge and spin (kJ/mol) = 143.9
- Kohn-Sham gap (spin up / spin down) (eV) = 7.689 / 7.440
- DFT total energy (eV) = -19098.81255
- LUMO (spin up / spin down) (eV) = 0.83 / -1.04
- E_HOMO (spin up / spin down) (eV) = -6.85 / -8.48

The geometry in ORCA input format:
```
! wB97M-V def2-TZVPD RIJCOSX def2/J DEFGRID3
* xyz 0 3
C -1.67380 -0.89458 -0.84623
C -1.32005 -0.75825 0.65199
C -0.34911 -0.93779 -1.60104
N 3.01180 1.69550 1.51471
N 2.40512 2.75394 1.32193
O 0.06908 -0.55566 0.80101
S 0.70424 0.13227 -0.57249
H -2.26616 -1.78966 -1.03507
H -2.24689 -0.02304 -1.16430
H -1.86985 0.07644 1.10042
H -1.54373 -1.66997 1.21338
H 0.08409 -1.93807 -1.62000
H -0.40797 -0.53423 -2.60701
H 3.03574 1.14824 0.63651
H 2.36748 3.29486 2.20618
*
```

---

Entry 2:
C3H6N2O2 | ωB97M-V with the def2-TZVPD basis set

Calculated values
- energy above the lowest of the compared OMol25 structures with the same formula, charge and spin (kJ/mol) = 136.2
- Kohn-Sham gap (eV) = 10.604
- DFT total energy (eV) = -10283.38576
- LUMO (eV) = 0.83
- E_HOMO (eV) = -9.77
- SMILES string = [H]/N=C/OCC(N)=O

The geometry in ORCA input format:
```
! wB97M-V def2-TZVPD RIJCOSX def2/J DEFGRID3
* xyz 0 1
N 1.04667 0.53636 1.25553
C -0.30903 0.58970 1.31633
O -0.95933 0.43756 2.33411
C -0.99907 0.86291 -0.02485
O -1.17748 -0.35765 -0.75718
C -0.17175 -1.08392 -1.25106
N 1.03795 -0.72243 -1.36741
H 1.52692 0.13651 2.04804
H 1.49170 0.47418 0.34689
H -0.49448 1.63819 -0.61357
H -2.01932 1.17366 0.20088
H -0.57641 -2.05834 -1.53743
H 1.57412 -1.48213 -1.78555
*
```

---

Entry 3:
C4H8N2O | ωB97M-V with the def2-TZVPD basis set

Calculated values
- energy above the lowest of the compared OMol25 structures with the same formula, charge and spin (kJ/mol) = 330.1
- Kohn-Sham gap (eV) = 9.025
- DFT total energy (eV) = -9302.97197
- LUMO (eV) = 1.10
- E_HOMO (eV) = -7.92
- SMILES string = N/C=C\C/C=N/O

The geometry in ORCA input format:
```
! wB97M-V def2-TZVPD RIJCOSX def2/J DEFGRID3
* xyz 0 1
C 0.94673 0.87162 -0.38000
N 0.44258 -2.12279 -0.33877
C -0.45762 1.34758 -0.11532
C 0.87209 -1.38994 0.73342
C 1.13241 -0.07135 0.76944
O -2.63349 1.50978 -0.36447
N -1.49169 0.72946 -0.61287
H -3.35440 0.93858 -0.68674
H -0.09635 -2.94661 -0.08689
H -0.02961 -1.56581 -1.05031
H -0.56662 2.25955 0.49732
H 1.01190 0.37790 -1.35315
H 1.64387 1.71116 -0.31978
H 1.03772 -1.99685 1.62263
H 1.54248 0.34775 1.68549
*
```

---

Entry 4:
C23H45N5O28S3 | ωB97M-V with the def2-TZVPD basis set

Calculated values
- energy above the lowest of the compared OMol25 structures with the same formula, charge and spin (kJ/mol) = 0.0
- Kohn-Sham gap (eV) = 9.238
- DFT total energy (eV) = -121846.54306
- LUMO (eV) = -0.39
- E_HOMO (eV) = -9.63
- SMILES string = C[N+](=O)[O-].C[N+](=O)[O-].C[N+](=O)[O-].C[N+](=O)[O-].C[N+](=O)[O-].O=S1(=O)OCCO1.O=S1(=O)OCCO1.O=S1(=O)OCCO1.O=C1CCCO1.O=C1CCCO1.O=C1CCCO1

The geometry in ORCA input format:
```
! wB97M-V def2-TZVPD RIJCOSX def2/J DEFGRID3
* xyz 0 1
C -9.90524 15.96002 3.16533
N -10.32761 15.35062 4.49679
O -11.49715 14.91557 4.54640
O -9.44154 15.26790 5.38431
H -9.25462 16.79399 3.42857
H -10.77366 16.44048 2.71467
H -9.26903 15.25165 2.63472
C -8.02570 10.61480 5.55935
N -7.24494 10.34228 6.85461
O -6.85662 9.23815 7.02950
O -7.24317 11.20153 7.73299
H -7.28183 10.64771 4.76330
H -8.53895 11.57609 5.58357
H -8.77456 9.82277 5.55940
C -11.04605 12.08116 1.48593
N -11.35570 11.94986 0.07053
O -12.53845 12.12684 -0.29762
O -10.43456 11.64905 -0.70620
H -10.19644 12.73978 1.66615
H -10.92347 11.16791 2.06821
H -11.87094 12.64847 1.91699
C -2.68589 11.53969 0.91285
N -1.46704 11.85792 1.76046
O -0.36041 11.60148 1.28087
O -1.66680 12.18329 2.94495
H -2.69982 12.39927 0.24275
H -3.58109 11.55776 1.53445
H -2.48537 10.69031 0.25983
C -7.59759 19.45211 2.40196
N -6.92323 18.61626 1.36813
O -7.64820 17.70350 0.92070
O -5.73363 18.88355 1.12060
H -8.64806 19.47798 2.11222
H -6.90879 20.29580 2.44473
H -7.51957 18.82326 3.28885
O -5.18361 16.13115 -2.25959
C -5.61367 15.94347 -3.38920
O -6.49476 14.94554 -3.63781
C -6.84617 14.88791 -5.01993
C -5.59386 15.40585 -5.77404
C -5.14816 16.47924 -4.76507
H -7.82146 15.26428 -5.32856
H -6.79354 13.85184 -5.35443
H -5.92751 15.71771 -6.76375
H -4.88257 14.58396 -5.85568
H -5.64887 17.41507 -5.01328
H -4.10057 16.77995 -4.78023
O -2.26290 13.70911 6.39086
C -2.78365 12.61843 6.51016
O -3.30585 12.16868 7.70462
C -3.61205 10.86790 7.69711
C -3.83938 10.54823 6.21600
C -2.88881 11.49194 5.45230
H -4.57497 10.74761 8.19350
H -2.88075 10.18429 8.12837
H -4.79415 10.82093 5.76638
H -3.79553 9.50619 5.89923
H -3.36992 11.90868 4.56745
H -1.91495 11.21553 5.04821
O -3.30819 15.32904 0.87417
C -2.62407 15.58443 -0.10806
O -2.06478 14.60670 -0.79358
C -1.39348 15.03086 -1.88914
C -1.69124 16.50206 -2.05888
C -2.35627 16.95370 -0.76968
H -1.61076 14.59016 -2.86211
H -0.32752 14.92278 -1.68873
H -2.54056 16.53092 -2.74146
H -0.83447 17.14965 -2.24507
H -3.28193 17.52270 -0.85626
H -1.73289 17.62155 -0.17514
C -6.36423 13.35070 0.18236
C -6.31240 14.72711 0.88886
O -5.92714 14.43820 2.19975
S -6.41264 12.83565 2.64634
O -7.85266 12.67895 3.02387
O -5.38456 12.24324 3.52245
O -6.20272 12.29063 1.09629
H -5.46858 13.30167 -0.43692
H -7.29615 13.12116 -0.33429
H -7.33496 15.09108 0.98885
H -5.62993 15.49840 0.53187
C -12.66347 16.16910 -0.77466
C -12.15644 17.66130 -0.78290
O -10.81148 17.59159 -0.50988
S -10.21193 16.18193 -1.20042
O -9.52596 15.44326 -0.22525
O -9.65066 16.42658 -2.52855
O -11.63228 15.46072 -1.42946
H -13.46070 16.13308 -1.51710
H -13.09026 15.78880 0.15342
H -12.65040 18.32289 -0.07127
H -12.24086 18.14195 -1.75755
C -2.67499 16.32786 4.20774
C -3.91685 17.14928 3.74536
O -3.42749 18.49583 3.59280
S -1.80598 18.67429 3.63504
O -1.33439 19.27921 4.84650
O -1.37640 19.24090 2.27536
O -1.67114 16.99348 3.57735
H -2.76218 15.32771 3.78324
H -2.42808 16.14044 5.25274
H -4.67430 17.03380 4.52062
H -4.18033 16.83994 2.73393
*
```

---

Entry 5:
C4H7ClN2 | ωB97M-V with the def2-TZVPD basis set

Calculated values
- energy above the lowest of the compared OMol25 structures with the same formula, charge and spin (kJ/mol) = 574.6
- Kohn-Sham gap (spin up / spin down) (eV) = 7.671 / 7.835
- DFT total energy (eV) = -19758.77800
- LUMO (spin up / spin down) (eV) = -0.52 / -0.56
- E_HOMO (spin up / spin down) (eV) = -8.19 / -8.40

The geometry in ORCA input format:
```
! wB97M-V def2-TZVPD RIJCOSX def2/J DEFGRID3
* xyz 0 1
C 1.25948 0.77003 0.01567
C 0.57252 -1.58103 -1.37917
C 0.26024 -0.05873 0.68118
C -1.10894 0.58222 0.81716
N 1.79053 0.32690 -1.34863
N 1.31225 -0.67651 -1.87369
Cl 0.85510 -1.01470 1.95356
H 0.87784 1.84644 0.01383
H 2.25447 0.78252 0.71054
H 0.76228 -1.99583 -0.48846
H 0.09672 -2.41432 -1.96112
H -1.82353 -0.24489 1.06090
H -1.49038 0.85915 -0.25449
H -1.27270 1.43908 1.54294
*
```

---

Entry 6:
C3H9N2 | ωB97M-V with the def2-TZVPD basis set

Calculated values
- energy above the lowest of the compared OMol25 structures with the same formula, charge and spin (kJ/mol) = 196.7
- Kohn-Sham gap (eV) = 7.936
- DFT total energy (eV) = -6229.01020
- LUMO (eV) = -5.56
- E_HOMO (eV) = -13.49

The geometry in ORCA input format:
```
! wB97M-V def2-TZVPD RIJCOSX def2/J DEFGRID3
* xyz 1 1
C 0.82170 -0.04510 0.63517
C 0.68178 -0.51037 -0.63531
C 1.22303 1.95279 1.92388
N 1.09596 1.33566 0.78879
H 0.67497 -0.58006 1.58985
H 0.75083 0.15994 -1.49784
H 0.38172 -1.52377 -0.80223
H 1.42097 3.01057 1.89774
H 1.14498 1.38078 2.84991
H 1.19586 1.88563 -0.07108
N -2.07728 -1.89015 -1.53747
H -2.86032 -2.55701 -1.57279
H -1.96458 -1.55723 -2.50839
H -2.48961 -1.06168 -1.06022
*
```

---

Entry 7:
C36H37CoN6O2P2 | ωB97M-V with the def2-TZVPD basis set

Calculated values
- energy above the lowest of the compared OMol25 structures with the same formula, charge and spin (kJ/mol) = 0.0
- Kohn-Sham gap (spin up / spin down) (eV) = 7.311 / 7.310
- DFT total energy (eV) = -107168.53294
- LUMO (spin up / spin down) (eV) = -0.74 / -0.74
- E_HOMO (spin up / spin down) (eV) = -8.05 / -8.05

The geometry in ORCA input format:
```
! wB97M-V def2-TZVPD RIJCOSX def2/J DEFGRID3
* xyz 0 1
Co 1.09330 1.57115 -0.97748
N -0.36803 0.03268 1.67033
P -0.27303 1.47326 0.79553
C 0.52856 2.62907 1.93539
C 0.61700 3.96450 1.53227
C 1.28151 4.88576 2.32626
C 1.86254 4.48311 3.52123
C 1.78683 3.15598 3.91790
C 1.12905 2.22779 3.12412
C -1.96950 2.06830 0.60946
C -2.55492 2.95528 1.50877
C -3.88477 3.31923 1.35129
C -4.62849 2.80279 0.30041
C -4.04811 1.91836 -0.59908
C -2.72221 1.54846 -0.44422
P -0.83561 -1.50427 0.95252
C -1.69023 -2.22773 2.40372
C -2.61471 -3.22721 2.10486
C -3.31749 -3.87287 3.11169
C -3.11990 -3.51165 4.43557
C -2.21274 -2.50869 4.74788
C -1.50002 -1.87636 3.74025
C 0.78159 -2.38940 1.02976
C 1.42282 -2.62506 -0.18670
C 2.66152 -3.25491 -0.22169
C 3.27466 -3.64709 0.95699
C 2.64643 -3.41523 2.17583
C 1.40754 -2.79654 2.21128
H -0.81321 0.18523 2.56931
H 0.16087 4.27708 0.59947
H 1.34609 5.91845 2.00982
H 2.38086 5.20377 4.14029
H 2.24957 2.83888 4.84340
H 1.10644 1.18665 3.41840
H -1.97949 3.36817 2.32763
H -4.33594 4.01412 2.04784
H -5.66145 3.09995 0.17300
H -4.61010 1.54423 -1.44386
H -2.25918 0.87622 -1.15747
H -2.79143 -3.49379 1.06877
H -4.03022 -4.64703 2.85935
H -3.67538 -4.00432 5.22276
H -2.05590 -2.22029 5.77933
H -0.78296 -1.11189 4.02048
H 0.95856 -2.28819 -1.10484
H 3.14227 -3.43796 -1.17498
H 4.23966 -4.13740 0.93169
H 3.12056 -3.72634 3.09788
H 0.92140 -2.63887 3.16555
C 4.81551 -0.25979 -0.51358
C 3.56555 0.40612 -0.98340
N 2.51140 0.53405 -0.22691
O 2.67172 0.17499 1.11152
C 3.45111 0.95146 -2.29840
C 4.42906 0.81642 -3.41432
N 2.32051 1.62427 -2.48666
O 2.07375 2.16849 -3.56889
H 4.87132 -0.26374 0.56958
H 5.68789 0.23525 -0.93436
H 4.81619 -1.29618 -0.85946
H 2.02846 -0.53832 1.26018
H 5.24886 0.15043 -3.15322
H 4.83826 1.78857 -3.69866
H 3.92352 0.42396 -4.29904
N -3.59665 2.11144 -3.90839
C -2.52739 2.53248 -3.77826
N -1.30310 3.04370 -3.72149
C -0.63061 2.95998 -2.65944
N 0.01272 2.95275 -1.66728
C -0.74806 -2.88890 -3.21863
C -1.25468 -1.44896 -3.35831
C -1.12559 -0.98851 -4.81552
C -2.72515 -1.37860 -2.92337
C -0.45459 -0.54863 -2.50475
C 0.15999 0.23003 -1.81575
H -1.32616 -3.54940 -3.86840
H -0.85650 -3.24245 -2.19119
H 0.30359 -2.96260 -3.50331
H -1.71218 -1.64348 -5.46406
H -0.08422 -1.01428 -5.13927
H -1.49432 0.03102 -4.92916
H -3.32257 -2.06503 -3.52821
H -3.12322 -0.37252 -3.06479
H -2.82907 -1.65934 -1.87284
*
```

---

> energy above the lowest of the compared OMol25 structures with the same formula, charge and spin of number 4 (C23H45N5O28S3)?

0.0 kJ/mol

---

> DFT total energy of number 4 (C23H45N5O28S3)?

-121846.54306 eV

---

> Which value of energy above the lowest of the compared OMol25 structures with the same formula, charge and spin does entry 3 give?

330.1 kJ/mol

---

> Which of these has the highest DFT total energy?

C3H9N2